# C5H10O

A single C5H10O molecule (ωB97M-V/def2-TZVPD, the Open Molecules 2025 dataset).

spin multiplicity	1
max |F|	0.0088	Eh/bohr
charge	0
highest occupied orbital energy	-9.521	eV
structure (SMILES)	CC(=O)C(C)C
Kohn-Sham gap	10.5	eV

The geometry in XYZ format:
```
16
C5H10O, DFT ωB97M-V/def2-TZVPD
C -0.650 1.728 -1.138
C -0.801 0.321 -0.601
O -1.855 -0.276 -0.667
C 0.427 -0.307 0.050
C 0.430 -1.822 -0.127
C 0.415 0.091 1.536
H -0.022 2.344 -0.484
H -0.151 1.680 -2.114
H -1.632 2.187 -1.266
H 1.325 0.121 -0.418
H 0.360 -2.097 -1.185
H -0.425 -2.270 0.387
H 1.351 -2.253 0.279
H -0.570 -0.108 1.973
H 0.644 1.153 1.680
H 1.155 -0.491 2.096
```

# C5H10O

A single C5H10O molecule (ωB97M-V/def2-TZVPD, the Open Molecules 2025 dataset).

spin multiplicity	1
max |F|	0.0081	Eh/bohr
charge	0
highest occupied orbital energy	-9.613	eV
structure (SMILES)	CC[C@H]1C[C@H]1O
Kohn-Sham gap	10.6	eV

The geometry in XYZ format:
```
16
C5H10O, DFT ωB97M-V/def2-TZVPD
C -0.502 -1.796 -0.139
C -1.251 -0.483 -0.331
C -0.465 0.809 -0.176
C 0.382 1.472 0.891
C 1.032 0.908 -0.335
O 1.802 -0.248 -0.125
H 0.037 -1.821 0.808
H -1.202 -2.636 -0.162
H 0.238 -1.933 -0.930
H -2.171 -0.463 0.265
H -1.586 -0.442 -1.376
H -1.020 1.604 -0.670
H 0.652 1.024 1.844
H 0.263 2.551 0.917
H 1.435 1.535 -1.127
H 2.358 -0.084 0.645
```

# C5H10O

A single C5H10O molecule (ωB97M-V/def2-TZVPD, the Open Molecules 2025 dataset).

spin multiplicity	1
max |F|	0.0077	Eh/bohr
charge	0
highest occupied orbital energy	-9.472	eV
structure (SMILES)	CCC(=O)CC
Kohn-Sham gap	10.5	eV

The geometry in XYZ format:
```
16
C5H10O, DFT ωB97M-V/def2-TZVPD
C 2.307 -0.302 -0.341
C 1.201 0.772 -0.328
C 0.042 0.337 0.547
O 0.006 0.596 1.732
C -1.062 -0.486 -0.106
C -2.445 -0.057 0.370
H 2.732 -0.422 -1.340
H 3.111 -0.044 0.352
H 1.932 -1.282 -0.034
H 0.831 0.951 -1.340
H 1.593 1.717 0.057
H -0.887 -1.539 0.153
H -0.981 -0.413 -1.194
H -2.656 0.975 0.074
H -3.223 -0.691 -0.062
H -2.502 -0.111 1.459
```

# C5H10O

2 unconnected molecules or ions with the total composition C5H10O (ωB97M-V/def2-TZVPD, the Open Molecules 2025 dataset).

spin multiplicity	1
max |F|	0.0119	Eh/bohr
charge	0
highest occupied orbital energy	-9.486	eV
structure (SMILES)	C[C@H]1CCC1=O.[H][H]
Kohn-Sham gap	10.4	eV

The geometry in XYZ format:
```
16
C5H10O, DFT ωB97M-V/def2-TZVPD
C -1.544 -0.226 -0.533
C -0.195 -0.515 0.105
C 0.937 -1.153 -0.748
C 1.938 -0.068 -0.270
C 0.742 0.675 0.321
O 0.569 1.804 0.702
H -2.166 0.378 0.135
H -1.419 0.330 -1.469
H -2.078 -1.155 -0.758
H -0.323 -1.053 1.055
H 1.197 -2.185 -0.506
H 0.727 -1.082 -1.820
H 2.625 -0.415 0.510
H 2.510 0.478 -1.025
H -2.079 2.096 2.344
H -1.440 2.092 1.958
```

# C5H10O

A molecular structure, C5H10O (ωB97M-V/def2-TZVPD, the Open Molecules 2025 dataset).

spin multiplicity	1
max |F|	0.0061	Eh/bohr
charge	0
highest occupied orbital energy	-7.927	eV
Kohn-Sham gap	8.8	eV

The geometry in XYZ format:
```
16
C5H10O, DFT ωB97M-V/def2-TZVPD
C 1.589 -0.284 0.683
C 0.145 -0.158 1.119
C -1.210 0.643 0.109
C -0.614 1.249 -1.146
C -0.919 -0.810 0.248
O -0.336 -1.548 -0.806
H 1.753 0.155 -0.304
H 1.874 -1.338 0.621
H 2.245 0.222 1.398
H -0.041 -0.327 2.181
H -0.269 0.976 1.098
H -1.442 1.236 -1.870
H -0.352 2.302 -1.004
H 0.228 0.720 -1.614
H -1.655 -1.413 0.789
H -0.998 -1.625 -1.505
```

# C5H10O

A single C5H10O molecule in a non-equilibrium geometry (ωB97M-V/def2-TZVPD, the Open Molecules 2025 dataset).

spin multiplicity	1
max |F|	0.0296	Eh/bohr
charge	0
highest occupied orbital energy (alpha / beta)	-8.110 / -7.440	eV
Kohn-Sham gap (alpha / beta)	8.4 / 7.0	eV

The geometry in XYZ format:
```
16
C5H10O, DFT ωB97M-V/def2-TZVPD
C -2.187 -0.849 0.131
O -0.921 -0.497 0.601
C -0.151 0.798 -0.210
C 0.460 1.840 0.493
C 0.785 -0.146 -0.711
C 1.921 -0.717 0.053
H -2.987 -0.362 0.711
H -2.347 -1.935 0.199
H -2.335 -0.562 -0.929
H -0.931 1.096 -0.915
H 1.379 1.689 1.048
H 0.003 2.825 0.563
H 0.673 -0.502 -1.737
H 1.813 -1.808 0.066
H 1.953 -0.366 1.085
H 2.872 -0.502 -0.449
```

# C5H10O

A molecular structure, C5H10O in a non-equilibrium geometry (ωB97M-V/def2-TZVPD, the Open Molecules 2025 dataset).

spin multiplicity	1
max |F|	0.0392	Eh/bohr
charge	0
highest occupied orbital energy	-8.026	eV
Kohn-Sham gap	8.9	eV

The geometry in XYZ format:
```
16
C5H10O, DFT ωB97M-V/def2-TZVPD
C -0.771 0.555 -1.351
C 0.012 -0.849 0.162
C 1.436 -1.176 -0.136
C -0.175 1.135 0.147
C -0.217 0.080 1.240
O -1.462 -0.055 1.894
H -0.350 -0.239 -1.988
H -1.847 0.383 -1.259
H -0.609 1.490 -1.890
H 2.202 -0.402 0.031
H 1.565 -1.588 -1.142
H 1.650 -2.000 0.569
H 0.802 1.588 -0.024
H -0.942 1.875 0.306
H 0.589 0.194 1.965
H -1.873 -0.823 1.458
```

# C5H10O

A single C5H10O molecule in a non-equilibrium geometry (ωB97M-V/def2-TZVPD, the Open Molecules 2025 dataset).

spin multiplicity	1
max |F|	0.0199	Eh/bohr
charge	0
highest occupied orbital energy	-8.483	eV
structure (SMILES)	C/C=C\OCC
Kohn-Sham gap	9.6	eV

The geometry in XYZ format:
```
16
C5H10O, DFT ωB97M-V/def2-TZVPD
C -1.930 -0.609 0.457
C -1.527 0.198 -0.755
C -0.615 1.163 -0.724
O 0.385 1.159 0.219
C 0.959 -0.119 0.556
C 2.341 -0.125 -0.093
H -1.464 -0.245 1.389
H -3.008 -0.423 0.549
H -1.777 -1.695 0.382
H -2.085 0.081 -1.675
H -0.663 2.012 -1.428
H 0.407 -1.034 0.260
H 0.977 -0.132 1.649
H 2.515 0.938 -0.239
H 3.137 -0.548 0.529
H 2.345 -0.621 -1.076
```